29
Properties=species:S:1:pos:R:3:forces:R:3 method="wB97M-V/def2-TZVPD" e_tot_ha=-591.5677 charge=+2 homo_lumo_gap_ev="6.05 / 6.15" e_lumo_ev="-10.05 / -10.04" de_lowest_kcal_mol=114.54 fmax_ev_per_a=6.0
C 3.814370 -0.514673 0.278825 -3.43 -0.91 0.22
C 3.121306 -1.537895 -0.440808 -1.08 1.55 -0.20
C 3.045612 0.623243 0.656846 1.31 0.70 -0.76
C 1.817100 -1.292191 -0.838103 0.30 -0.85 0.72
C 1.784173 0.863634 0.219003 0.85 1.09 1.15
C 1.066414 -0.161931 -0.419269 0.47 1.04 -0.84
C -1.170806 -2.088246 0.635841 1.02 0.60 0.76
C -2.830173 -0.983508 -0.504819 -3.25 0.88 0.49
C -1.071636 0.818780 -0.242937 -1.21 -0.63 0.79
C -1.055595 1.112683 1.208980 2.82 0.32 3.01
C -1.087076 2.138598 -0.881249 5.33 0.04 -2.69
N -0.192106 -0.145628 -0.706009 0.91 -1.56 -0.93
N -2.375679 -2.134245 0.138924 -1.02 -1.93 -0.50
N -2.400053 0.245250 -0.540444 -1.05 -1.95 -0.64
H 4.739477 -0.706031 0.734901 1.42 -0.02 0.14
H 3.487946 -2.505611 -0.638231 0.95 -0.74 -0.25
H 3.515120 1.457994 1.151476 0.41 -0.11 0.23
H 1.133205 -2.003554 -1.258528 0.43 -0.82 -0.48
H 1.436196 1.885468 0.351449 -0.24 -0.46 0.04
H -0.738504 -2.930139 1.223310 -0.95 -0.01 -0.64
H -3.914470 -1.007140 -0.839034 1.44 -0.60 0.14
H -1.927794 1.661759 1.464360 -0.81 0.45 0.36
H -0.139211 1.814680 1.498870 -2.13 -1.59 -0.62
H -0.997738 0.194416 1.837544 0.00 0.65 -0.48
H -1.396997 2.207220 -1.868693 -1.63 -0.26 -1.79
H 0.022187 2.392599 -1.165917 -1.85 0.18 1.38
H -1.544277 2.751158 -0.214605 -1.07 2.52 1.32
H -3.068768 -3.035852 0.150728 1.69 2.65 -0.18
H -3.072232 0.879176 -0.992406 0.37 -0.24 0.24


13
Properties=species:S:1:pos:R:3:forces:R:3 method="wB97M-V/def2-TZVPD" e_tot_ha=-801.6349 homo_lumo_gap_ev="8.14 / 6.78" multiplicity=3 e_lumo_ev="1.13 / -2.64" de_lowest_kcal_mol=16.02 fmax_ev_per_a=3.8
C -3.153139 -1.560362 -0.091447 -1.11 -0.53 1.49
C 2.826247 1.694574 0.102190 0.94 -2.92 -1.20
C -2.333635 -0.540370 -0.279270 -0.01 0.09 -0.09
P 1.750832 0.767847 -1.058166 -0.38 3.18 -1.71
P 1.375161 -1.024604 -0.141789 -0.23 -3.63 1.01
H 1.689972 -0.830100 1.216288 -0.28 0.47 0.30
H -3.056216 -2.285160 0.770615 0.12 0.70 -1.30
H -4.142427 -1.563957 -0.616395 1.15 -0.25 0.33
H 3.693871 1.954273 -0.468878 0.74 0.39 0.03
H 2.350326 2.519464 0.464481 -1.35 2.35 0.95
H 3.037956 0.991340 0.885741 0.58 0.12 0.60
H -1.407277 -0.288906 0.237674 -0.24 -0.51 0.10
H -2.631672 0.165958 -1.021038 0.06 0.52 -0.53


69
Properties=species:S:1:pos:R:3:forces:R:3 method="wB97M-V/def2-TZVPD" e_tot_ha=-3229.0300 homo_lumo_gap_ev="6.16 / 6.24" multiplicity=2 e_lumo_ev="-0.28 / -0.27" de_lowest_kcal_mol=0.00 fmax_ev_per_a=1.5
Mn -0.129869 -0.382509 -0.005610 -0.95 -0.23 -0.49
N -1.064753 -3.225058 2.838465 0.02 0.04 0.02
C -0.665818 -2.326221 3.805456 -0.04 -0.01 0.00
C -0.285019 -1.201142 3.140124 -0.10 0.07 -0.02
N -0.441109 -1.393554 1.793433 0.25 -0.06 -0.10
C -0.911921 -2.612400 1.642547 0.01 -0.09 -0.03
C -1.182697 -3.066296 0.295720 0.00 -0.01 0.11
N -1.077763 -2.185365 -0.672273 0.35 -0.07 0.09
C -1.295937 -2.866312 -1.840327 -0.10 0.07 0.01
C -1.550302 -4.173823 -1.563322 -0.05 -0.03 0.03
N -1.478821 -4.292035 -0.190078 0.00 0.02 -0.08
H -1.421762 -4.147987 3.007543 -0.01 0.00 0.00
H -0.694255 -2.567554 4.852447 0.01 0.00 0.00
H 0.075724 -0.266452 3.530905 0.01 -0.01 -0.01
H -1.269682 -2.369820 -2.794728 0.02 -0.01 0.00
H -1.781625 -5.012073 -2.194972 0.01 0.00 0.00
H -1.572505 -5.146251 0.329140 -0.01 0.01 0.01
O -0.074525 0.334653 -1.929122 -0.01 0.29 0.28
C 0.956897 0.482000 -2.587490 0.02 -0.12 0.01
C 2.237898 -0.107965 -2.326728 -0.01 0.17 0.00
C 3.267161 0.199900 -3.227101 -0.03 -0.09 0.03
C 4.511417 -0.338733 -3.055672 -0.05 -0.28 -0.23
C 4.784415 -1.206160 -1.981592 -0.03 -0.05 -0.01
C 3.796823 -1.529023 -1.101561 -0.02 -0.01 -0.01
C 2.475072 -0.992476 -1.221374 -0.01 -0.05 -0.03
O 1.588942 -1.317803 -0.369418 0.10 0.10 0.17
N 5.571507 -0.012306 -4.000476 0.26 1.17 0.92
O 5.320747 0.790763 -4.881125 -0.13 -0.35 -0.39
O 6.692586 -0.416248 -3.748907 -0.01 -0.46 -0.30
H 0.900044 1.108504 -3.490566 -0.02 -0.06 -0.04
H 3.083606 0.865934 -4.060121 0.00 -0.01 0.00
H 5.783882 -1.602350 -1.873496 0.00 0.00 0.00
H 3.986130 -2.188391 -0.265045 0.00 0.00 0.00
C 3.101167 2.386749 0.207420 0.01 0.05 -0.05
Si 1.906536 1.711227 1.489306 -0.02 0.04 0.00
C 1.925021 2.923721 2.936538 0.00 0.02 0.02
C 2.649710 0.140692 2.209761 0.01 -0.07 0.05
N 0.341131 1.398650 0.829187 0.29 -0.13 0.15
C -0.667699 2.321146 0.735614 0.00 0.05 -0.09
C -0.565432 3.709441 0.939827 0.00 -0.04 -0.02
C -1.664806 4.553065 0.862420 -0.01 0.01 0.00
C -2.924537 4.065039 0.559561 0.02 -0.01 0.00
C -3.070692 2.701765 0.311752 0.02 0.01 -0.01
C -1.967340 1.885679 0.394977 0.04 -0.05 -0.08
O -2.028126 0.502728 0.136234 0.10 0.12 0.07
C -3.239764 -0.061180 -0.217941 0.04 -0.04 0.03
C -3.569974 -0.158697 -1.557250 -0.02 0.00 -0.01
C -4.757083 -0.783702 -1.909794 0.01 0.00 -0.02
C -5.596759 -1.297849 -0.929830 0.00 0.00 0.01
C -5.251030 -1.183169 0.410153 -0.01 0.00 0.00
C -4.065425 -0.559045 0.774166 0.02 -0.01 -0.02
H 4.023289 2.736353 0.679994 0.00 0.00 0.01
H 2.655228 3.232320 -0.324152 0.02 0.00 -0.01
H 3.376114 1.634648 -0.534680 -0.01 0.00 -0.01
H 2.823044 2.723799 3.529027 -0.02 0.00 0.01
H 1.057980 2.793882 3.589467 -0.01 0.00 0.00
H 1.964190 3.972201 2.640069 -0.02 0.01 -0.01
H 3.740603 0.224914 2.218379 0.00 0.06 0.00
H 2.391010 -0.762208 1.658297 -0.01 0.03 0.01
H 2.333674 0.017164 3.249413 0.03 -0.02 -0.01
H 0.404453 4.134831 1.150081 0.05 0.00 0.02
H -1.523158 5.613239 1.033795 -0.01 0.00 0.00
H -3.780473 4.722646 0.496887 0.00 0.00 0.00
H -4.036571 2.291430 0.048237 0.00 -0.01 0.01
H -2.887927 0.247111 -2.293613 0.00 0.00 0.00
H -5.027991 -0.869194 -2.954310 0.00 0.00 0.00
H -6.522703 -1.782595 -1.210129 0.00 0.00 0.00
H -5.908521 -1.574679 1.175896 0.00 0.00 0.00
H -3.771628 -0.447572 1.810563 0.00 0.00 0.00


11
Properties=species:S:1:pos:R:3:forces:R:3 method="wB97M-V/def2-TZVPD" e_tot_ha=-285.0345 charge=-1 homo_lumo_gap_ev=7.63 e_lumo_ev=4.14 de_lowest_kcal_mol=48.05 fmax_ev_per_a=5.4
C -1.939083 -1.468842 -1.674958 -0.49 1.19 3.42
O -1.358506 -1.417958 -0.308367 -1.71 -1.46 -1.79
H -1.780200 -0.493803 -2.131516 -0.41 0.17 -0.23
H -1.489753 -2.187948 -2.313446 0.57 -1.00 -0.39
H -3.050889 -1.714691 -1.525917 1.49 0.47 -0.49
C 1.578925 0.872073 0.913927 -4.51 -2.87 0.38
N 0.394238 0.410706 0.233577 3.95 2.52 0.11
O 1.876120 1.986917 1.301742 0.76 1.54 -0.80
H 2.068658 0.033162 1.449754 0.34 -0.35 -0.41
H -0.675492 -0.708655 -0.110897 0.46 0.17 -0.49
H 0.188039 1.225941 -0.383826 -0.45 -0.38 0.69